Computed, not measured: a single C4H6O2 molecule, with wB97M-V/def2-TZVPD.

Frontier orbital gap (eV): 10.709
SMILES: C=CCOC=O
Relative energy (zero: lowest compared OMol25 entry of this formula, charge and spin) (eV): 1.205
E (Eh): -306.46200

The geometry in XYZ format:
```
12
Properties=species:S:1:pos:R:3:forces:R:3:mulliken_charge:R:1
C 0.24000 1.00838 -1.62676 -0.075 0.028 0.197 -0.7269
C -0.16332 0.91718 -0.36469 0.118 0.060 -0.162 0.0599
C 0.66749 0.24499 0.69007 0.152 0.148 -0.138 -0.4534
O -0.02803 -0.69042 1.53976 -0.147 -0.107 -0.085 -0.3028
C -0.79617 -1.62336 0.96113 -0.103 -0.097 -0.241 0.1637
O -1.07460 -1.70724 -0.20367 0.235 -0.054 0.445 -0.4447
H 1.14683 0.50627 -1.96311 -0.148 0.144 0.074 0.2214
H -0.32418 1.56299 -2.37059 0.056 -0.101 0.123 0.2561
H -1.09215 1.38073 -0.03136 0.163 -0.045 -0.082 0.3036
H 1.52562 -0.26353 0.23203 -0.195 0.050 0.068 0.3166
H 1.04239 0.98882 1.40207 -0.030 -0.150 -0.153 0.2444
H -1.14388 -2.32481 1.73513 -0.027 0.123 -0.046 0.3622
```
Forces are in eV/Å.



Computed, not measured: a molecular structure, C27H50BCaN3O2P2, with wB97M-V/def2-TZVPD.

Frontier orbital gap (eV): 7.394
Relative energy (zero: lowest compared OMol25 entry of this formula, charge and spin) (eV): 0.982
E (Eh): -2758.84992

The geometry in XYZ format:
```
86
Properties=species:S:1:pos:R:3:forces:R:3:mulliken_charge:R:1
Ca -2.19980 1.29083 0.34256 0.660 0.674 -0.126 0.8315
C -3.36637 0.93309 -3.71132 -0.146 -0.012 0.012 -1.8336
C -1.99143 0.43000 -4.17841 0.038 0.053 -0.103 1.7673
C -2.21854 -0.82110 -5.03561 -0.158 0.015 -0.054 -1.8301
C -1.36439 1.53532 -5.03397 0.000 0.072 -0.071 -1.9145
P -0.98145 0.19379 -2.60893 -0.520 -0.201 0.240 1.1538
C -1.68170 -1.45010 -2.07489 0.174 -0.006 0.311 -1.0487
N -1.32443 -1.79084 -0.70793 -0.007 -0.049 0.010 -0.0071
B -1.36280 -0.88684 0.46301 1.045 -3.140 0.241 0.5397
N -0.68662 -1.73794 1.46448 0.299 0.005 -0.279 0.4199
C -0.21138 -1.31298 2.77191 -0.142 -0.216 -0.150 -0.6589
P 0.99615 0.10342 2.71272 -0.277 0.195 -0.318 0.3908
C 0.51942 1.07709 4.24622 0.054 0.152 0.086 2.2431
C -0.98694 1.35852 4.14491 -0.132 0.065 0.094 -2.2439
C 0.81238 0.42988 5.59999 -0.120 -0.029 0.144 -1.7894
C 1.21328 2.44909 4.16336 -0.024 0.007 0.073 -1.8591
C 2.63412 -0.77442 2.93415 0.140 -0.002 0.034 1.9640
C 2.74909 -1.82928 4.03905 0.051 -0.134 -0.050 -1.7814
C 3.75507 0.25829 3.10758 0.087 -0.019 -0.022 -2.1132
C 2.83606 -1.47020 1.57764 0.022 -0.096 -0.167 -1.8843
C -0.31848 -2.97986 0.93433 -0.262 0.290 0.380 0.7110
C 0.28726 -4.08548 1.51599 0.051 -0.112 -0.072 -0.4588
C 0.50439 -5.22527 0.73629 -0.063 0.145 -0.013 -0.8120
C 0.11034 -5.25687 -0.59827 -0.052 0.174 0.052 -0.9419
C -0.51558 -4.14964 -1.17979 0.117 -0.155 0.057 -0.6841
C -0.72595 -3.01918 -0.40558 -0.358 0.366 -0.213 0.2854
C 0.79438 -0.22111 -2.99017 0.220 0.168 0.148 2.1230
C 1.36584 -0.91130 -1.73557 0.153 -0.055 -0.066 -2.3125
C 1.04373 -1.12063 -4.19616 0.119 -0.118 -0.037 -1.8685
C 1.55346 1.10881 -3.15485 0.094 -0.071 -0.033 -1.7925
H -3.95414 1.22521 -4.59107 0.052 -0.060 0.100 0.5197
H -3.29916 1.79593 -3.04749 0.039 0.010 -0.009 0.2919
H -3.93467 0.15688 -3.18826 0.068 0.066 -0.032 0.3544
H -2.91342 -0.56806 -5.84782 0.092 -0.033 0.086 0.5416
H -2.67694 -1.63403 -4.46468 0.038 0.120 -0.083 0.2898
H -1.30822 -1.19854 -5.49261 0.094 -0.001 -0.003 0.2940
H -2.06519 1.81415 -5.83108 0.097 -0.025 0.077 0.5230
H -0.43483 1.21591 -5.50937 -0.024 0.004 0.036 0.3263
H -1.15628 2.43829 -4.44672 -0.046 -0.110 -0.044 0.2783
H -1.33857 -2.23047 -2.74888 0.062 -0.092 -0.102 -0.0277
H -2.76254 -1.38671 -2.20203 -0.135 -0.034 0.021 0.3493
H 0.22131 -2.16780 3.28169 -0.007 -0.035 0.107 -0.0749
H -1.05035 -0.98875 3.37641 -0.127 -0.084 0.023 0.1650
H -1.60384 0.48044 4.34645 0.043 0.153 0.007 0.4461
H -1.26387 1.76973 3.17015 0.021 -0.036 -0.046 0.4693
H -1.26005 2.12227 4.87984 0.043 -0.046 0.010 0.5969
H 0.45057 -0.60384 5.65217 0.031 0.146 -0.015 0.3013
H 0.30738 1.00049 6.39338 0.099 -0.100 -0.102 0.4809
H 1.87953 0.43130 5.82998 -0.028 -0.028 -0.055 0.3060
H 1.00444 2.93828 3.20761 -0.019 -0.050 0.054 0.2644
H 2.29515 2.38354 4.27573 0.019 -0.055 -0.005 0.3279
H 0.83269 3.09638 4.96348 0.068 -0.065 -0.065 0.5282
H 2.82387 -1.39271 5.03228 -0.034 0.064 0.029 0.3512
H 3.66124 -2.41551 3.86964 -0.074 0.058 0.045 0.4799
H 1.91587 -2.53837 4.04316 0.156 0.081 -0.016 0.2877
H 3.76799 0.68681 4.11272 -0.049 -0.004 -0.043 0.3517
H 3.67274 1.07591 2.38237 -0.017 -0.101 0.066 0.4097
H 4.72450 -0.23321 2.94966 -0.115 0.073 0.031 0.4827
H 2.08572 -2.24791 1.38780 0.181 0.170 0.053 0.2273
H 3.82399 -1.94801 1.56464 -0.105 0.027 -0.007 0.6321
H 2.79115 -0.75506 0.74816 0.037 -0.085 0.161 0.4026
H 0.58866 -4.07637 2.55751 -0.004 -0.034 -0.058 0.3442
H 0.97542 -6.09546 1.18083 -0.032 0.080 -0.032 0.3998
H 0.27733 -6.14927 -1.19009 -0.008 0.053 0.026 0.4013
H -0.83066 -4.18784 -2.21531 -0.013 -0.028 0.013 0.3991
H 1.02792 -1.94711 -1.63922 0.105 0.205 -0.059 0.2937
H 1.10365 -0.38798 -0.80982 0.002 -0.001 -0.107 0.0913
H 2.46134 -0.92483 -1.81892 -0.126 0.001 -0.010 0.8333
H 0.46105 -2.04668 -4.15031 0.066 0.108 0.020 0.2757
H 2.10456 -1.40313 -4.20613 -0.117 0.009 -0.035 0.4665
H 0.82984 -0.62221 -5.14266 -0.029 0.005 0.023 0.3656
H 1.47529 1.71492 -2.24630 -0.006 -0.074 -0.064 0.1990
H 1.19621 1.70756 -3.99408 -0.022 -0.038 0.000 0.3431
H 2.61748 0.89857 -3.32332 -0.119 0.032 0.018 0.5099
N -0.51468 3.31277 -0.61200 -0.416 0.306 0.190 -0.2337
C -1.00836 4.67130 -0.24494 0.045 -0.490 -0.086 -0.7916
C -2.51724 4.74479 -0.47688 0.068 0.221 -0.094 -0.5259
C -3.08137 3.47325 0.07582 -0.889 -0.220 0.292 0.6910
O -2.85066 3.19773 1.29952 -0.449 0.572 -0.743 -0.7916
O -3.58066 2.61421 -0.73487 0.070 1.220 0.441 -0.7669
H 0.48343 3.24322 -0.46961 0.098 -0.038 0.094 0.2419
H -0.68207 3.11308 -1.59271 0.003 0.056 -0.097 0.0262
H -0.51567 5.46480 -0.79416 0.198 0.187 -0.216 0.4287
H -0.80404 4.81957 0.81116 0.009 -0.064 0.114 0.3375
H -2.75603 4.80555 -1.53767 0.005 0.038 -0.028 0.3443
H -2.93593 5.61194 0.03412 0.038 0.004 0.013 0.3464
```
Forces are in eV/Å.